Entry 1:
C22H30Br3NO13S2 | ωB97M-V with the def2-TZVPD basis set

Its calculated total energy is -283204.8784 eV. The gap between HOMO and LUMO is 9.0903 eV. As for the SMILES: C/C(Br)=C(\Br)[C@@H]1O[C@H](SCC(=O)OC[C@@H](C)OC(=O)CS)[C@@H](CC(=O)Br)[C@@]1(N)O.O=C1OCCO1.O=C1OCCO1. Its lowest unoccupied orbital energy is 0.446 eV.

```
! wB97M-V def2-TZVPD RIJCOSX def2/J DEFGRID3
* xyz 0 1
C 1.726 -2.408 3.733
C 2.284 -1.131 3.218
Br 2.280 0.297 4.453
C 2.793 -1.011 1.997
Br 2.796 -2.594 0.939
C 3.437 0.188 1.334
O 3.199 1.421 1.915
C 3.210 2.488 1.007
S 2.055 3.764 1.628
C 0.461 3.539 0.833
C -0.573 2.830 1.668
O -0.365 2.235 2.692
O -1.788 2.998 1.117
C -2.688 1.918 1.297
C -2.248 0.691 0.590
C -3.223 -0.432 0.902
O -2.266 1.009 -0.818
C -1.215 0.471 -1.454
O -0.445 1.173 -2.069
C -1.031 -1.017 -1.363
S 0.264 -1.473 -2.535
C 3.001 1.921 -0.388
C 4.143 2.296 -1.335
C 3.626 2.331 -2.742
O 3.703 1.436 -3.555
Br 2.740 4.016 -3.230
C 2.802 0.370 -0.104
N 1.379 0.163 -0.018
O 3.428 -0.280 -1.154
H 2.504 -3.157 3.744
H 1.391 -2.285 4.748
H 0.943 -2.788 3.104
H 4.467 -0.071 1.094
H 4.138 3.045 0.959
H 0.517 3.084 -0.145
H 0.075 4.534 0.675
H -2.860 1.679 2.333
H -3.638 2.224 0.895
H -1.240 0.450 0.896
H -3.492 -0.956 0.007
H -4.114 -0.055 1.359
H -2.781 -1.134 1.592
H -1.947 -1.512 -1.631
H -0.782 -1.332 -0.362
H 0.694 -2.598 -1.956
H 2.108 2.238 -0.895
H 4.442 3.306 -1.092
H 5.011 1.665 -1.266
H 0.991 0.742 0.711
H 0.937 0.320 -0.911
H 2.817 -0.878 -1.585
O -6.236 -0.367 0.861
C -6.682 0.701 0.606
O -6.864 1.178 -0.647
C -7.619 2.392 -0.559
C -7.320 2.853 0.852
O -7.066 1.616 1.529
H -7.296 3.099 -1.318
H -8.674 2.162 -0.710
H -6.424 3.476 0.908
H -8.148 3.381 1.316
O 0.335 -4.919 -1.662
C 1.454 -5.143 -1.976
O 1.953 -4.980 -3.226
C 3.378 -5.125 -3.160
C 3.556 -5.960 -1.909
O 2.410 -5.591 -1.133
H 3.756 -5.608 -4.057
H 3.829 -4.135 -3.071
H 3.516 -7.031 -2.110
H 4.473 -5.733 -1.371
*
```

***

Entry 2:
C22H30Br42FI3N2O | ωB97M-V with the def2-TZVPD basis set

Its calculated total energy is -2997126.3773 eV. The gap between HOMO and LUMO is 7.9484 eV. Its lowest unoccupied orbital energy is -0.271 eV.

```
! wB97M-V def2-TZVPD RIJCOSX def2/J DEFGRID3
* xyz 0 1
C 4.394 2.268 1.483
C 5.067 1.069 0.845
F 5.254 1.386 -0.515
N 4.364 -0.144 1.037
C 3.114 -0.306 0.344
N 3.281 -0.730 -1.050
C 2.106 -1.222 1.087
I 2.889 -2.277 2.753
O 0.993 -0.521 1.559
C -0.058 -0.438 0.611
C -1.111 0.509 1.157
I -3.058 -0.156 0.292
C -0.915 2.006 0.736
C 0.550 2.359 0.570
I -1.991 2.789 -0.952
H 5.139 3.027 1.699
H 3.690 2.725 0.791
H 3.897 1.987 2.405
H 6.064 0.932 1.254
H 4.962 -0.951 0.929
H 2.646 0.673 0.360
H 2.881 -1.642 -1.225
H 2.843 -0.086 -1.693
H 1.771 -2.022 0.427
H -0.474 -1.440 0.503
H 0.276 -0.136 -0.383
H -1.141 0.455 2.241
H -1.296 2.607 1.554
H 0.665 3.432 0.453
H 1.084 2.075 1.475
H 1.006 1.894 -0.295
C 6.602 -2.627 4.778
Br 6.980 -2.557 2.903
Br 7.468 -4.109 5.624
Br 7.024 -0.962 5.644
H 5.536 -2.779 4.879
C 0.999 -7.183 3.496
Br 1.463 -6.105 5.014
Br 0.702 -6.130 1.914
Br 2.328 -8.542 3.209
H 0.076 -7.697 3.717
C -2.615 -3.054 3.945
Br -4.542 -3.106 4.021
Br -1.841 -4.728 3.407
Br -2.025 -1.601 2.831
H -2.274 -2.863 4.953
C -7.215 -0.578 -1.760
Br -6.191 0.956 -2.297
Br -7.445 -1.814 -3.208
Br -6.443 -1.412 -0.219
H -8.197 -0.231 -1.475
C -10.198 0.503 1.487
Br -9.196 2.033 0.903
Br -10.513 -0.718 0.037
Br -9.347 -0.373 2.966
H -11.164 0.845 1.826
C -2.920 0.076 6.722
Br -2.945 0.891 8.453
Br -2.904 1.385 5.316
Br -1.454 -1.159 6.555
H -3.831 -0.495 6.617
C 5.602 -7.883 0.594
Br 6.009 -7.742 -1.276
Br 6.450 -9.411 1.390
Br 6.027 -6.269 1.533
H 4.537 -8.029 0.677
C 3.652 -1.647 7.287
Br 2.222 -0.606 6.555
Br 3.799 -1.429 9.185
Br 3.492 -3.506 6.805
H 4.571 -1.282 6.853
C 1.752 4.517 -3.790
Br 3.125 5.216 -2.642
Br 2.432 4.079 -5.530
Br 0.842 3.038 -2.966
H 1.018 5.296 -3.923
C 0.283 4.843 -9.167
Br 2.184 4.762 -9.414
Br -0.416 3.199 -8.441
Br -0.225 6.354 -8.101
H -0.160 4.974 -10.143
C -3.274 -2.053 11.455
Br -5.134 -1.786 11.066
Br -2.355 -2.852 9.973
Br -2.431 -0.420 12.004
H -3.213 -2.742 12.284
C 3.694 4.112 -13.066
Br 1.853 4.584 -13.303
Br 4.416 3.283 -14.638
Br 4.747 5.618 -12.506
H 3.737 3.382 -12.271
C -1.343 2.126 -13.518
Br -1.003 2.651 -11.697
Br -1.304 3.618 -14.727
Br -0.130 0.747 -14.068
H -2.341 1.716 -13.552
C -7.486 4.664 -2.388
Br -9.026 3.722 -3.035
Br -7.572 6.532 -2.808
Br -7.215 4.377 -0.509
H -6.624 4.259 -2.896
*
```

***

Entry 3:
C22H30ClN3O4 | ωB97M-V with the def2-TZVPD basis set

Its calculated total energy is -48486.4771 eV. The gap between HOMO and LUMO is 8.8037 eV. Its energy above the lowest of the compared OMol25 structures with the same formula, charge and spin is 0.0 kcal per mole. As for the SMILES: CCOC(=O)C1CCN(C(=O)C2(NC(=O)Nc3ccccc3Cl)CCCCC2)CC1. Its lowest unoccupied orbital energy is 0.581 eV.

```
! wB97M-V def2-TZVPD RIJCOSX def2/J DEFGRID3
* xyz 0 1
C -1.799 -1.799 2.894
C -1.633 -3.211 2.352
O -1.762 -3.283 0.926
C -0.813 -2.743 0.184
O 0.163 -2.179 0.629
C -1.047 -2.971 -1.304
C -2.526 -2.865 -1.675
C -3.061 -1.482 -1.282
N -1.982 -0.512 -1.173
C -2.010 0.346 -0.123
O -2.919 0.283 0.688
C -0.873 1.371 0.030
N 0.374 0.613 -0.089
C 1.631 1.144 -0.074
O 1.893 2.318 -0.233
N 2.577 0.147 0.083
C 3.957 0.248 0.037
C 4.637 1.458 -0.096
C 6.017 1.489 -0.131
C 6.755 0.322 -0.034
C 6.100 -0.891 0.097
C 4.720 -0.922 0.129
Cl 3.916 -2.460 0.285
C -0.983 2.477 -1.034
C -2.218 3.345 -0.810
C -2.151 4.021 0.553
C -2.100 2.957 1.641
C -0.915 2.021 1.428
C -1.017 -0.637 -2.242
C -0.243 -1.967 -2.132
H -0.916 -1.204 2.678
H -1.935 -1.842 3.971
H -2.662 -1.313 2.445
H -0.654 -3.614 2.634
H -2.422 -3.869 2.720
H -0.687 -3.987 -1.504
H -3.104 -3.638 -1.171
H -2.616 -3.021 -2.751
H -3.557 -1.518 -0.310
H -3.791 -1.130 -2.022
H 0.302 -0.344 0.236
H 2.237 -0.795 0.243
H 4.060 2.364 -0.171
H 6.521 2.438 -0.234
H 7.833 0.348 -0.060
H 6.656 -1.813 0.171
H -1.020 2.052 -2.038
H -0.085 3.092 -0.960
H -2.273 4.095 -1.602
H -3.118 2.728 -0.865
H -3.023 4.662 0.698
H -1.256 4.645 0.603
H -3.022 2.377 1.628
H -2.006 3.426 2.623
H 0.014 2.585 1.538
H -0.934 1.233 2.184
H -0.316 0.191 -2.234
H -1.576 -0.612 -3.185
H -0.066 -2.367 -3.131
H 0.726 -1.807 -1.659
*
```

***

Entry 4:
C22H30F2N3Ru | ωB97M-V with the def2-TZVPD basis set

Its calculated total energy is -35786.0114 eV. The gap between HOMO and LUMO (spin up / spin down) is 6.8633 / 6.3614 eV. Its energy above the lowest of the compared OMol25 structures with the same formula, charge and spin is 0.4 kcal per mole. The expectation value of S² is 0.7602. Its lowest unoccupied orbital energy (spin up / spin down) is -1.380 / -1.892 eV.

```
! wB97M-V def2-TZVPD RIJCOSX def2/J DEFGRID3
* xyz 0 2
Ru -0.634 -0.378 -0.959
C -0.333 -0.104 1.172
C 0.915 -0.573 0.624
C 1.291 0.415 -0.347
C 0.285 1.479 -0.272
C -0.666 1.191 0.725
C -1.806 2.050 1.218
C -1.319 2.709 2.521
C -3.057 1.221 1.511
C -2.144 3.130 0.190
C 2.508 0.649 -1.246
C 3.467 1.582 -0.489
C 3.252 -0.616 -1.674
C 2.066 1.354 -2.540
C 1.639 -1.760 1.286
C 2.943 -1.217 1.891
C 1.924 -2.975 0.397
C 0.796 -2.293 2.455
H -0.921 -0.654 1.888
H 0.290 2.364 -0.887
H -1.126 1.959 3.291
H -2.083 3.391 2.896
H -0.401 3.277 2.358
H -2.853 0.366 2.158
H -3.513 0.855 0.593
H -3.797 1.841 2.018
H -1.308 3.815 0.034
H -2.993 3.717 0.543
H -2.418 2.685 -0.768
H 3.858 1.111 0.412
H 2.966 2.507 -0.197
H 4.311 1.843 -1.130
H 3.696 -1.148 -0.835
H 4.066 -0.332 -2.342
H 2.599 -1.292 -2.226
H 1.708 2.368 -2.363
H 1.290 0.790 -3.061
H 2.923 1.431 -3.210
H 3.665 -0.934 1.128
H 3.401 -1.983 2.519
H 2.745 -0.340 2.512
H 2.430 -2.733 -0.531
H 0.994 -3.498 0.161
H 2.560 -3.672 0.946
H 0.633 -1.536 3.224
H 1.328 -3.126 2.916
H -0.171 -2.671 2.117
N -2.518 -0.314 -1.680
C -3.629 -0.683 -1.677
C -4.940 -1.056 -1.638
C -5.793 -0.369 -0.729
N -6.452 0.191 0.033
C -5.421 -2.105 -2.467
N -5.812 -2.956 -3.137
F 0.069 -1.418 -3.286
C -0.137 -2.035 -2.040
F -1.146 -2.935 -2.186
H 0.773 -2.583 -1.820
*
```

***

Entry 5:
C22H30IN2O6SSiTi | ωB97M-V with the def2-TZVPD basis set

Its calculated total energy is -88503.9484 eV. The gap between HOMO and LUMO (spin up / spin down) is 7.4465 / 7.4444 eV. Its energy above the lowest of the compared OMol25 structures with the same formula, charge and spin is 0.0 kcal per mole. Its lowest unoccupied orbital energy (spin up / spin down) is 2.219 / 2.218 eV.

```
! wB97M-V def2-TZVPD RIJCOSX def2/J DEFGRID3
* xyz -1 1
Ti 0.008 0.800 -1.954
C 2.159 2.685 1.055
C 1.694 2.889 -0.381
C 1.857 4.332 -0.820
O 0.300 2.491 -0.447
C 2.543 1.954 -1.270
O 3.719 2.186 -1.442
O 1.911 0.899 -1.716
H 1.577 3.320 1.725
H 3.215 2.943 1.132
H 2.026 1.646 1.359
H 1.302 4.988 -0.145
H 1.503 4.483 -1.840
H 2.913 4.593 -0.780
H -0.229 3.204 -0.874
C 1.458 -3.900 1.063
C 1.329 -2.620 0.235
C 2.564 -1.743 0.484
C 1.277 -3.008 -1.249
Si -0.195 -1.542 0.593
O -0.155 -0.330 -0.492
C -0.153 -0.793 2.322
C -0.284 0.589 2.470
C -0.293 1.182 3.726
C -0.174 0.402 4.866
C -0.056 -0.977 4.744
C -0.051 -1.562 3.486
C -1.810 -2.496 0.472
C -2.016 -3.715 1.128
C -3.236 -4.372 1.067
C -4.289 -3.817 0.352
C -4.116 -2.597 -0.285
C -2.891 -1.945 -0.219
H 2.390 -4.410 0.793
H 0.641 -4.597 0.867
H 1.502 -3.704 2.137
H 3.472 -2.295 0.213
H 2.647 -1.459 1.536
H 2.538 -0.834 -0.119
H 2.175 -3.578 -1.516
H 1.233 -2.134 -1.903
H 0.407 -3.634 -1.469
H -0.377 1.209 1.586
H -0.393 2.258 3.813
H -0.178 0.863 5.847
H 0.028 -1.595 5.629
H 0.025 -2.642 3.420
H -1.218 -4.163 1.708
H -3.367 -5.317 1.581
H -5.242 -4.329 0.302
H -4.935 -2.146 -0.831
H -2.779 -0.976 -0.688
O -0.574 -0.361 -3.359
S -2.100 0.063 -3.150
N -2.080 1.036 -2.013
N -1.315 3.858 -2.365
C -0.338 3.502 -3.323
O 0.167 2.294 -3.098
C 0.107 4.328 -4.262
I -2.625 1.448 -5.498
H -2.015 3.118 -2.268
H -1.750 4.743 -2.585
H 0.950 4.032 -4.869
H -0.407 5.252 -4.483
*
```

***

Entry 6:
C22H30N4O4 | ωB97M-V with the def2-TZVPD basis set

Its calculated total energy is -37426.9056 eV. The gap between HOMO and LUMO is 8.2580 eV. Its energy above the lowest of the compared OMol25 structures with the same formula, charge and spin is 641.9 kcal per mole. As for the SMILES: Cc1cc(C)n(C[C@H](O)COc2cccc(OC[C@H](O)Cn3nc(C)cc3C)c2)n1. Its lowest unoccupied orbital energy is -0.045 eV.

```
! wB97M-V def2-TZVPD RIJCOSX def2/J DEFGRID3
* xyz 0 1
C 3.865 -1.140 0.686
C 2.852 -0.767 -0.513
C 2.804 -1.599 -1.698
C 1.750 -0.893 -2.599
C 1.064 -1.218 -3.727
N 1.484 0.269 -1.671
C 0.510 1.106 -1.834
C 0.956 2.551 -1.402
O 1.364 2.632 0.112
C -0.176 3.753 -1.588
O -1.233 3.327 -1.903
C -2.213 2.744 -1.119
C -3.552 2.662 -1.537
C -4.672 1.937 -0.661
C -4.010 1.881 0.780
C -2.851 2.044 1.234
O -2.600 1.805 2.422
C -1.442 1.496 3.026
C -0.785 0.101 2.691
O 0.311 -0.057 3.607
C -0.316 -0.050 1.506
N -0.101 -1.596 1.222
N 0.946 -2.166 1.943
C 1.193 -3.357 1.758
C 2.088 -4.275 2.098
C 0.207 -3.467 0.496
C -0.498 -2.534 0.441
C -1.753 -2.213 -0.702
C -1.741 2.535 0.428
N 2.061 0.303 -0.438
H 4.619 -2.044 0.396
H 3.199 -1.570 1.579
H 4.493 -0.064 1.093
H 3.349 -2.482 -1.954
H 1.363 -0.450 -4.423
H 1.469 -2.044 -4.116
H 0.002 -1.237 -3.410
H -0.394 1.001 -1.615
H 0.359 1.377 -2.860
H 2.064 2.928 -1.821
H 1.910 1.943 0.129
H 0.372 4.456 -2.303
H -0.069 4.351 -0.839
H -3.626 2.882 -2.729
H -5.570 1.929 -0.920
H -4.735 1.468 1.360
H -1.494 1.653 3.947
H -0.638 2.262 2.590
H -1.786 -0.668 3.021
H 0.637 -0.846 3.543
H 0.180 0.497 1.059
H -1.255 0.147 0.668
H 2.415 -3.942 3.085
H 1.404 -5.077 2.436
H 2.785 -4.441 1.411
H 0.028 -4.404 -0.168
H -1.238 -1.426 -1.283
H -2.619 -1.866 -0.210
H -1.902 -3.051 -1.319
H -0.831 2.907 0.588
*
```

***

Entry 7:
C22H30N4O4 | ωB97M-V with the def2-TZVPD basis set

Its calculated total energy is -37452.9587 eV. The gap between HOMO and LUMO is 9.1871 eV. Its energy above the lowest of the compared OMol25 structures with the same formula, charge and spin is 41.1 kcal per mole. As for the SMILES: CNC(=O)[C@@H](NC(C)=O)C(C)C.COC(=O)Nc1ccc(Cc2ccncc2)cc1. Its lowest unoccupied orbital energy is 0.342 eV.

```
! wB97M-V def2-TZVPD RIJCOSX def2/J DEFGRID3
* xyz 0 1
C -4.935 -3.517 -0.358
N -4.040 -2.363 -0.311
C -3.319 -2.013 0.761
O -3.385 -2.634 1.816
C -2.511 -0.713 0.632
N -3.367 0.453 0.316
C -4.458 0.913 0.931
C -5.023 0.233 2.161
O -5.012 1.908 0.490
C -1.521 -0.448 1.793
C -0.400 -1.498 1.818
C -0.844 0.925 1.668
H -4.349 -4.437 -0.377
H -5.571 -3.473 -1.243
H -5.566 -3.530 0.534
H -3.974 -1.774 -1.124
H -1.885 -0.859 -0.243
H -3.081 1.023 -0.464
H -5.489 -0.707 1.876
H -5.773 0.884 2.609
H -4.234 0.051 2.886
H -2.048 -0.478 2.745
H -0.813 -2.490 2.000
H 0.129 -1.504 0.865
H 0.305 -1.273 2.618
H -0.344 1.006 0.705
H -1.581 1.721 1.766
H -0.110 1.049 2.463
C -2.481 -1.870 -4.103
O -1.598 -0.748 -3.939
C -0.686 -0.873 -2.949
O -0.640 -1.798 -2.147
N 0.154 0.217 -2.847
C 1.113 0.473 -1.859
C 1.877 -0.534 -1.251
C 2.770 -0.230 -0.220
C 2.929 1.092 0.216
C 3.824 1.406 1.389
C 5.203 1.821 0.943
C 6.146 0.882 0.522
C 7.425 1.300 0.147
N 7.797 2.590 0.173
C 6.897 3.504 0.570
C 5.600 3.158 0.958
C 2.217 2.109 -0.433
C 1.322 1.800 -1.465
H -3.162 -1.686 -4.940
H -1.916 -2.785 -4.316
H -3.082 -2.030 -3.202
H -0.140 1.002 -3.414
H 1.770 -1.569 -1.561
H 3.324 -1.031 0.259
H 3.373 2.203 1.988
H 3.904 0.529 2.040
H 5.899 -0.173 0.484
H 8.145 0.554 -0.177
H 7.189 4.549 0.591
H 4.917 3.938 1.272
H 2.344 3.141 -0.122
H 0.764 2.603 -1.937
*
```